Record 1
The following is a quantum chemistry calculation of a molecular structure, C27H27BrGaN7P, from the Open Molecules 2025 dataset.

Values from the calculation:
Charge: +3

Last column: natural (NBO) charge in e.
Cartesian coordinates (Å):
Ga: -0.117 -0.338 0.819  1.6892
N: -8.000 -0.577 -5.393  -0.1879
C: -7.090 -0.554 -4.691  0.2208
C: -5.948 -0.521 -3.812  -0.1036
C: -6.054 0.081 -2.560  -0.1401
C: -4.952 0.134 -1.727  -0.2162
C: -3.743 -0.445 -2.122  -0.0417
C: -3.651 -1.064 -3.369  -0.2185
C: -4.742 -1.089 -4.218  -0.1420
C: -2.576 -0.408 -1.221  0.2802
C: -1.979 -1.632 -0.886  -0.0185
C: -2.421 -2.918 -1.239  -0.0995
C: -1.573 -3.848 -0.650  -0.2795
C: -0.640 -3.127 0.075  0.0563
N: -0.863 -1.797 -0.041  -0.7498
C: -2.147 0.864 -0.767  -0.0143
C: -2.646 2.113 -1.145  -0.1207
C: -1.901 3.095 -0.489  -0.2791
C: -0.952 2.431 0.262  0.0093
N: -1.070 1.087 0.105  -0.7527
H: -7.002 0.498 -2.244  0.2570
H: -5.044 0.585 -0.746  0.2326
H: -2.708 -1.488 -3.695  0.2292
H: -4.666 -1.546 -5.196  0.2559
H: -3.286 -3.139 -1.846  0.2670
H: -1.634 -4.922 -0.722  0.2717
H: 0.173 -3.509 0.675  0.2136
H: -3.455 2.287 -1.838  0.2667
H: -2.039 4.163 -0.555  0.2677
H: -0.189 2.854 0.902  0.1995
C: 4.750 1.097 -1.490  -0.0553
N: 4.079 2.104 -0.524  -0.3884
C: 4.801 2.009 0.843  -0.0554
N: 4.775 0.668 1.321  -0.4170
C: 5.415 -0.245 0.364  -0.0808
N: 4.719 -0.208 -0.926  -0.4166
C: 3.403 -0.826 -0.902  -0.4771
P: 2.314 0.122 0.282  0.7853
C: 2.608 1.829 -0.386  -0.5209
C: 3.458 0.206 1.746  -0.4975
H: 5.774 1.441 -1.621  0.2529
H: 4.221 1.153 -2.439  0.2398
H: 4.202 3.047 -0.899  0.4562
H: 4.302 2.698 1.522  0.2342
H: 5.822 2.342 0.671  0.2538
H: 5.409 -1.259 0.759  0.2384
H: 6.451 0.059 0.218  0.2472
H: 3.476 -1.861 -0.572  0.2672
H: 2.953 -0.824 -1.893  0.2635
H: 2.173 2.574 0.276  0.2596
H: 2.135 1.933 -1.362  0.2736
H: 3.547 -0.785 2.192  0.2637
H: 3.042 0.872 2.503  0.2515
Br: -0.154 -0.611 7.371  0.2795
C: -0.099 -0.536 5.528  -0.0179
C: 0.092 -1.695 4.781  -0.2478
C: 0.123 -1.603 3.412  0.0827
N: -0.019 -0.422 2.766  -0.6623
C: -0.222 0.700 3.497  0.0647
C: -0.261 0.681 4.867  -0.2384
H: 0.200 -2.657 5.262  0.2802
H: 0.250 -2.486 2.803  0.2250
H: -0.385 1.618 2.950  0.2264
H: -0.436 1.594 5.419  0.2774


Record 2
The following is a quantum chemistry calculation of a molecular structure, C27H27BrN2O9PRuS in a non-equilibrium geometry, from the Open Molecules 2025 dataset.

Values from the calculation:
<S²>: 0.76
Multiplicity: 2

Last column: Löwdin spin population.
Cartesian coordinates (Å):
Ru: -0.097 1.072 -0.582  0.8050
C: -2.010 -3.951 5.859  0.0000
C: -1.770 -2.720 5.030  0.0000
C: -0.855 -2.737 3.983  0.0000
C: -0.650 -1.615 3.194  0.0003
C: -1.364 -0.459 3.456  -0.0003
C: -2.270 -0.413 4.508  -0.0001
C: -2.472 -1.542 5.282  0.0000
S: -1.177 1.013 2.484  -0.0002
O: -2.375 1.202 1.704  -0.0007
O: -0.828 2.048 3.418  0.0006
N: 0.078 0.669 1.484  -0.0053
C: 1.363 0.861 1.994  -0.0003
C: 1.736 0.873 3.325  -0.0005
C: 3.084 1.037 3.687  -0.0005
C: 4.074 1.174 2.756  0.0001
C: 3.740 1.143 1.387  0.0000
C: 4.688 1.264 0.348  0.0019
C: 4.271 1.209 -0.949  -0.0005
C: 2.908 1.036 -1.230  0.0011
N: 1.995 0.936 -0.290  -0.0044
C: 2.389 0.984 1.017  0.0027
H: -1.099 -4.539 5.965  0.0000
H: -2.762 -4.590 5.392  0.0000
H: -2.369 -3.692 6.854  0.0000
H: -0.295 -3.641 3.778  0.0000
H: 0.051 -1.638 2.372  0.0002
H: -2.807 0.503 4.715  0.0000
H: -3.180 -1.508 6.101  0.0000
H: 0.996 0.784 4.102  0.0000
H: 3.332 1.054 4.740  0.0000
H: 5.108 1.302 3.047  0.0000
H: 5.734 1.393 0.596  0.0001
H: 4.964 1.291 -1.774  -0.0001
H: 2.574 0.975 -2.255  -0.0003
C: -3.396 -1.379 0.737  -0.0002
O: -1.992 -1.574 0.529  -0.0049
P: -1.166 -0.969 -0.682  0.0169
O: -0.227 -2.227 -0.924  0.0112
C: 1.181 -2.306 -0.778  0.0007
O: -2.270 -1.084 -1.818  0.0030
C: -2.537 -0.175 -2.887  -0.0004
H: -3.945 -2.050 0.078  0.0000
H: -3.681 -0.346 0.563  -0.0001
H: -3.582 -1.637 1.777  0.0000
H: 1.578 -2.802 -1.662  0.0001
H: 1.408 -2.898 0.109  0.0001
H: 1.627 -1.319 -0.691  0.0007
H: -2.018 -0.512 -3.782  0.0001
H: -2.239 0.840 -2.627  -0.0002
H: -3.613 -0.201 -3.048  0.0000
O: -0.064 3.068 0.232  0.0446
C: -1.182 3.304 -0.307  0.0077
O: -1.750 2.423 -1.011  -0.0087
H: -1.666 4.275 -0.161  0.0006
Br: 0.255 1.538 -9.374  0.0000
C: 0.303 1.366 -7.489  -0.0001
C: 0.776 0.189 -6.929  0.0001
C: 0.804 0.066 -5.550  0.0011
C: 0.382 1.117 -4.745  0.0017
C: -0.085 2.292 -5.323  0.0006
C: -0.136 2.418 -6.701  0.0002
C: 0.398 0.984 -3.260  0.0094
O: 0.381 -0.157 -2.727  0.1050
O: 0.421 2.025 -2.555  0.0111
H: 1.108 -0.619 -7.564  0.0000
H: 1.144 -0.850 -5.086  0.0005
H: -0.408 3.101 -4.682  0.0000
H: -0.510 3.322 -7.161  0.0000


no.,energy (eV)
1,-170550.229
2,-142596.090